# 1
Density functional theory data (ωB97M-V/def2-TZVPD) for one molecule with the formula C20H22N4O10S.

```
57
Properties=species:S:1:pos:R:3:forces:R:3
H 5.1803 -2.6822 0.3095 -0.19 -0.05 0.12
C -2.4059 -3.3030 -1.5290 -0.15 0.26 0.41
O 4.5659 2.4277 0.5091 -0.32 -0.91 0.21
O 7.2251 -0.4237 -0.8634 -0.16 0.56 0.09
C 5.0514 3.7456 0.3259 0.19 0.27 -0.13
H -6.3182 -3.0944 2.4411 0.02 0.02 -0.01
H -3.3658 3.5868 -0.7998 0.12 -0.19 -0.07
C 0.4683 1.1191 1.0888 -0.04 0.67 0.02
O -5.4556 -1.4869 0.5930 0.01 0.04 -0.06
O -3.8470 -3.0368 0.3570 0.39 -0.14 0.08
C -4.8984 -2.4801 0.9802 -0.24 0.01 0.15
C -0.9554 3.1668 0.1501 0.47 -0.20 0.12
N -6.2144 1.3688 0.1112 -0.12 -0.38 0.02
S 0.8116 2.7079 0.2602 0.06 -0.06 0.16
C 7.8376 -1.5621 -1.2015 -0.04 -1.03 0.00
C 5.1752 0.2606 0.2329 -0.24 0.82 0.32
O 3.9423 -0.9916 1.8699 0.23 -0.11 0.07
C 6.0835 -0.7607 -0.2209 -0.09 -1.20 0.03
C -3.1143 2.5602 -1.0904 0.05 0.34 -0.11
H 2.8287 0.9560 -0.3467 0.18 -0.02 0.03
H 7.3677 -3.6786 -0.9361 0.12 -0.18 -0.05
H -1.2927 3.4328 1.1559 -0.10 0.09 -0.12
C 7.1161 -2.6477 -0.7945 0.53 0.41 -0.30
C -5.2708 -3.2606 2.2058 -0.04 0.05 -0.09
H 4.9528 4.2714 1.2766 0.02 -0.02 -0.05
C -3.3177 -2.3633 -0.7622 -0.33 0.06 -1.02
N 2.7877 0.2923 0.4117 -0.27 0.02 -0.20
C -1.8241 2.1110 -0.4577 -0.15 -0.64 -0.02
N -0.4171 0.3328 0.2659 -0.33 -0.01 0.31
H -4.6616 -2.9083 3.0382 0.03 0.00 0.01
H -5.0683 -4.3160 2.0537 0.01 -0.07 0.04
O -5.4546 3.4899 -0.1533 0.00 0.36 -0.02
C -1.5316 0.8031 -0.4091 -0.12 0.59 -0.26
O 0.4214 -1.6628 -0.6518 0.06 -0.05 -0.17
C 1.5121 -0.0172 0.9652 0.30 -0.22 0.26
H -4.1370 -1.9826 -1.3937 0.27 -0.13 0.28
N 5.4703 1.4923 0.0490 0.54 0.16 -0.32
C -5.3036 2.2955 -0.2246 0.09 -0.02 -0.04
O -4.1626 1.6966 -0.6728 -0.34 -0.09 0.07
C 3.9299 -0.2216 0.9357 -0.37 0.29 -0.07
H -3.0405 2.5035 -2.1828 -0.05 0.05 0.14
H 4.4504 4.2519 -0.4337 0.05 -0.04 0.03
H 6.0963 3.7204 0.0153 -0.09 -0.01 0.05
O -2.5977 -1.2456 -0.2497 -0.01 -0.22 0.37
H 1.6920 -0.5762 1.8893 -0.18 0.11 -0.14
H 8.7672 -1.4819 -1.7294 0.12 0.14 -0.05
H -2.9500 -4.2083 -1.7774 -0.08 -0.10 -0.06
H 0.0812 1.3208 2.0901 0.03 -0.10 -0.06
H -0.9774 4.0642 -0.4674 -0.03 0.06 0.03
C -2.3385 -0.2515 -1.0999 0.03 0.02 -0.12
H -7.0988 1.6748 0.4727 0.10 0.08 0.01
C 5.9729 -2.1324 -0.1534 -0.13 0.98 0.06
H -1.5378 -3.5467 -0.9216 0.04 -0.04 0.02
C 0.4779 -0.6819 0.0272 0.22 -0.29 0.03
H -5.9737 0.3893 0.1347 0.00 0.02 0.00
H -2.0722 -2.8124 -2.4392 0.00 0.02 -0.02
O -2.6625 -0.2248 -2.2539 -0.05 0.02 0.00
```
Positions in Å, forces in eV/Å.

Summary:
M ... 510.48 g/mol
Net charge ... 0
Gap between HOMO and LUMO ... 0.3220 Ha
Relative energy (zero: lowest compared OMol25 entry of this formula, charge and spin) ... 0.6 kcal per mole
Max |F| ... 1.20 eV Å⁻¹
E_tot ... -58366.458 eV
SMILES string ... CO/N=C(\C(=O)N[C@@H]1C(=O)N2C(C(=O)O[C@@H](C)OC(C)=O)=C(COC(N)=O)CS[C@H]12)c1ccco1

---

# 2
Density functional theory data (ωB97M-V/def2-TZVPD) for C20H22N4O2Ru as an isolated structure.

```
49
Properties=species:S:1:pos:R:3:forces:R:3
C -1.5307 0.1644 -2.2714 -0.68 0.73 0.12
H 0.9464 -2.1259 -2.8866 0.01 -0.17 0.23
H -1.4756 -2.0062 -2.2121 0.12 0.26 -0.05
C 0.2740 5.8462 -0.1150 0.21 0.51 0.01
C -0.7747 1.3316 -2.2900 -1.17 0.39 0.10
C -1.3468 0.6647 2.3923 0.88 0.09 1.00
H 4.1626 -3.9070 -1.4789 0.12 0.52 0.06
C -2.5066 1.1276 3.0619 -1.45 0.24 1.82
H -3.3282 1.6020 2.5115 0.36 -0.27 0.13
N 2.3491 -1.6785 -0.1383 1.18 -0.61 -2.24
H -3.5111 1.3100 5.0057 0.28 0.04 -0.54
H 4.9524 -2.3393 -1.9127 0.00 -0.44 0.37
C -4.0197 -1.7491 -0.0460 0.60 1.23 0.16
C 0.4954 -1.1829 -2.6113 -0.34 -0.05 -2.19
H 0.6143 -0.1665 2.6145 -0.18 -0.04 0.60
H -1.6422 0.3316 6.3014 -0.09 0.13 -0.46
H 0.8959 6.2216 -0.9260 -0.04 -0.10 -0.09
C -0.2814 0.1359 3.1653 -0.05 -0.03 0.59
O 2.3153 1.4821 0.8909 -3.37 -2.81 -2.75
H -0.8457 1.7819 0.7120 -0.18 0.30 0.04
H 1.2154 2.1702 -2.3252 -0.10 -0.29 0.11
H -5.0606 -3.4083 0.6446 0.03 -0.02 0.04
N -0.1557 3.2977 -0.0110 0.37 0.49 -0.40
Ru 0.4750 -0.3837 -0.7199 -1.28 0.92 1.85
C -0.2756 -1.7354 0.4060 -2.51 -6.34 4.79
C -0.3954 0.0311 4.5598 1.87 -0.70 -2.19
H -2.0365 0.5159 0.4593 -0.09 0.14 0.42
C 3.1886 -2.1609 -0.8084 -0.09 -0.06 3.34
C -0.8892 -1.0884 -2.2973 0.27 -1.26 -1.05
C 1.5654 0.8348 0.2853 5.20 4.76 4.25
H -6.0479 -2.0017 0.2363 0.03 -0.02 -0.12
H 2.3303 -0.0421 -2.8021 0.03 0.17 0.00
C 4.4233 -2.8927 -1.1127 0.21 -0.24 -0.97
H 5.0913 -3.0231 -0.2178 -0.86 0.48 -0.55
H -2.6156 0.2057 -2.1665 0.25 0.00 -0.02
H -1.2544 2.3058 -2.1714 0.13 -0.28 -0.16
H -5.3706 -3.0454 -1.0530 0.10 0.22 0.03
C 0.0859 4.4217 -0.1472 -0.54 -0.89 0.57
C 1.2703 0.0111 -2.5899 0.43 0.05 -2.22
H 0.7581 6.0904 0.8300 0.08 0.05 0.07
C 0.6215 1.2527 -2.3637 1.25 0.00 -0.40
H 0.4323 -0.4063 5.1248 -0.27 0.22 -0.10
C -5.1842 -2.5966 -0.0734 -0.34 -0.51 0.11
C -2.6160 0.9982 4.4529 -0.76 0.38 -1.01
C -1.5681 0.4472 5.2112 -0.68 0.14 0.70
N -1.2234 0.8555 1.0052 0.25 -0.49 -0.59
O -0.6131 -2.6324 1.0659 1.44 4.16 -3.07
H -0.6977 6.3398 -0.1326 -0.05 -0.01 -0.10
N -3.1654 -0.9671 0.0388 -0.58 -0.97 -0.28
```
Positions in Å, forces in eV/Å.

Summary:
M ... 451.49 g/mol
Net charge ... +4
Gap between HOMO and LUMO (spin up / spin down) ... 0.2779 / 0.1791 Ha
Relative energy (zero: lowest compared OMol25 entry of this formula, charge and spin) ... 24.3 kcal per mole
Max |F| ... 8.33 eV Å⁻¹
E_tot ... -33685.203 eV
2S+1 ... 5